Entry 1:
The following is a DFT calculation (ωB97M-V with the def2-TZVPD basis set) of a molecular structure, C16H20N2O2S in a non-equilibrium geometry.

```
! wB97M-V def2-TZVPD RIJCOSX def2/J DEFGRID3
* xyz 0 1
C -0.293 -2.974 0.396
C -1.207 -1.901 0.167
C -0.879 -0.470 0.375
C -1.909 0.420 0.239
C -3.246 -0.004 -0.267
C -3.660 -1.242 -0.297
C -2.759 -2.293 -0.042
H -2.982 -3.169 -0.518
H -4.668 -1.381 -0.738
C -4.252 1.228 -0.269
C -3.911 2.481 -1.305
H -3.034 2.871 -1.132
H -3.666 1.600 -2.389
H -4.598 3.129 -1.423
C -4.531 1.954 0.956
H -3.678 2.414 1.556
H -4.802 1.087 1.887
H -5.328 2.677 1.066
H -5.133 0.932 -0.645
H -1.664 1.505 0.587
S 0.562 -0.083 0.813
O 0.939 -0.771 2.171
O 0.627 1.468 1.086
N 1.449 -0.484 -0.273
H 1.568 0.408 -1.336
C 2.863 -1.178 -0.238
C 3.985 -0.474 -0.160
C 5.252 -0.547 -0.657
C 6.219 0.112 -0.425
C 6.130 1.365 0.087
N 4.934 1.926 0.410
C 3.860 0.968 0.255
H 2.986 1.415 0.787
H 6.884 1.987 0.084
H 7.241 -0.217 -0.886
H 5.370 -1.494 -1.014
H 2.953 -1.936 -1.195
H 2.669 -1.708 0.991
H -0.837 -3.907 0.341
H 0.239 -2.806 -0.428
H 0.305 -2.908 1.387
*
```

Properties
E_HOMO	-8.75	eV
LUMO level	-0.538	eV
total energy	-1279.3066	Eh

Entry 2:
The following is a DFT calculation (ωB97M-V with the def2-TZVPD basis set) of a molecular structure, C14H29BCrF4O13 in a non-equilibrium geometry.

```
! wB97M-V def2-TZVPD RIJCOSX def2/J DEFGRID3
* xyz 0 5
Cr -6.257 9.402 -19.380
C -2.776 7.924 -18.883
C -2.960 9.464 -18.965
O -4.289 9.809 -18.785
H -2.614 7.641 -17.843
H -1.912 7.608 -19.478
H -3.623 7.387 -19.310
H -2.562 9.803 -19.932
H -2.295 9.908 -18.214
B -9.260 8.960 -19.744
F -8.824 7.882 -20.518
F -8.355 10.048 -19.876
F -10.531 9.427 -20.069
F -9.284 8.576 -18.393
C -6.327 14.375 -18.129
O -6.117 12.980 -18.300
C -6.878 12.115 -17.650
O -6.838 10.941 -17.862
O -7.564 12.682 -16.661
C -8.656 11.976 -16.117
H -7.304 14.689 -18.512
H -5.622 14.935 -18.735
H -6.347 14.638 -17.074
H -8.464 10.924 -15.895
H -9.598 12.091 -16.647
H -8.801 12.343 -15.097
C -4.626 7.083 -24.125
O -5.140 7.890 -23.077
C -5.530 7.332 -21.939
O -5.893 7.959 -20.995
O -5.461 6.000 -21.978
C -6.124 5.312 -20.914
H -4.007 7.704 -24.767
H -5.411 6.642 -24.742
H -4.042 6.247 -23.744
H -5.619 5.382 -19.954
H -6.326 4.283 -21.199
H -7.116 5.762 -20.820
C -4.852 8.760 -15.666
O -5.601 7.554 -15.729
C -6.365 7.352 -16.783
O -6.463 8.137 -17.687
O -6.972 6.190 -16.574
C -8.046 5.802 -17.462
H -5.506 9.604 -15.909
H -4.043 8.806 -16.391
H -4.544 8.940 -14.640
H -8.854 6.484 -17.225
H -8.334 4.805 -17.138
H -7.822 5.845 -18.524
C -7.938 11.338 -22.919
O -6.604 11.826 -22.913
C -5.808 11.520 -21.901
O -6.027 10.652 -21.088
O -4.748 12.267 -21.964
C -3.766 12.244 -20.932
H -8.072 10.264 -23.059
H -8.496 11.771 -23.747
H -8.399 11.626 -21.975
H -3.181 11.327 -20.919
H -4.284 12.325 -19.974
H -3.123 13.104 -21.093
*
```

Properties
E_HOMO (spin up / spin down)	-7.43 / -7.89	eV
expectation value of S²	6.008
LUMO level (spin up / spin down)	0.549 / 0.549	eV
total energy	-2998.0171	Eh

Entry 3:
The following is a DFT calculation (ωB97M-V with the def2-TZVPD basis set) of a single C2H3NOS molecule in a non-equilibrium geometry.

```
! wB97M-V def2-TZVPD RIJCOSX def2/J DEFGRID3
* xyz 0 1
C 1.087 0.364 0.679
C -1.240 -0.324 -0.257
H 2.184 0.654 0.337
H 0.654 0.694 1.736
H -2.144 -0.373 -0.696
N -0.664 -1.150 0.502
O 0.750 -1.051 0.505
S -0.071 0.953 -0.717
*
```

Properties
E_HOMO	-9.27	eV
LUMO level	0.739	eV
total energy	-606.0745	Eh
SMILES	C1=NOCS1

Entry 4:
The following is a DFT calculation (ωB97M-V with the def2-TZVPD basis set) of a single C5H14N2 molecule in a non-equilibrium geometry.

```
! wB97M-V def2-TZVPD RIJCOSX def2/J DEFGRID3
* xyz 0 1
C 0.334 -0.490 0.156
N -0.990 -0.790 -0.429
C -1.344 -2.207 -0.224
C -1.991 0.062 0.160
C 0.943 0.792 -0.419
C 1.175 1.820 0.726
N 2.241 0.459 -1.041
H 0.885 -1.363 -0.193
H 0.349 -0.532 1.262
H -0.539 -2.765 -0.703
H -1.548 -2.485 0.808
H -2.154 -2.404 -0.911
H -1.655 1.091 0.216
H -2.189 -0.176 1.229
H -2.930 0.085 -0.405
H 0.414 1.276 -1.234
H 2.078 1.586 1.274
H 1.059 2.811 0.287
H 0.302 1.869 1.401
H 2.950 0.102 -0.419
H 2.611 1.261 -1.541
*
```

Properties
E_HOMO	-8.61	eV
LUMO level	1.121	eV
total energy	-308.3712	Eh
SMILES	C[C@@H](N)CN(C)C

Entry 5:
The following is a DFT calculation (ωB97M-V with the def2-TZVPD basis set) of a molecular structure, C21H34BrN6OPtSSe.

```
! wB97M-V def2-TZVPD RIJCOSX def2/J DEFGRID3
* xyz 3 1
Pt 0.172 -2.372 -0.679
N -2.219 -3.025 4.430
C -1.367 -2.738 3.206
C -1.238 -1.227 3.035
C -0.227 -0.814 1.954
N -0.753 -0.986 0.563
C 1.086 -1.571 2.085
C 0.896 -3.086 2.178
N 0.366 -3.685 0.894
C -0.019 -3.438 3.356
H -3.126 -2.551 4.383
H -1.751 -2.702 5.283
H -2.401 -4.027 4.546
H -1.929 -3.160 2.369
H -0.889 -0.781 3.972
H -2.217 -0.790 2.818
H -0.033 0.250 2.103
H -0.467 -0.145 0.032
H -1.769 -0.976 0.530
H 1.636 -1.229 2.965
H 1.710 -1.335 1.224
H 1.876 -3.524 2.357
H -0.566 -4.070 1.020
H 0.952 -4.469 0.615
H 0.481 -3.100 4.268
H -0.148 -4.521 3.435
Br 3.356 -2.376 -0.993
C 2.460 -3.697 -1.986
C 3.173 -4.626 -2.716
C 2.464 -5.562 -3.455
C 1.077 -5.531 -3.444
C 0.437 -4.579 -2.680
N 1.113 -3.670 -1.951
H 4.253 -4.610 -2.706
H 2.994 -6.305 -4.035
H 0.493 -6.237 -4.017
H -0.641 -4.514 -2.638
C -2.397 4.165 -0.638
N -1.100 4.607 -0.165
C 0.006 3.859 -0.024
Se 0.256 2.072 -0.491
N 0.975 4.656 0.456
C 0.499 5.952 0.635
C 1.100 7.116 1.092
C 0.304 8.246 1.124
C -1.035 8.217 0.713
C -1.630 7.053 0.259
C -0.829 5.920 0.235
H -2.368 3.087 -0.767
H -2.631 4.642 -1.589
H -3.159 4.430 0.093
H 1.906 4.327 0.650
H 2.135 7.143 1.404
H 0.726 9.179 1.471
H -1.616 9.127 0.750
H -2.661 7.034 -0.064
C 1.592 0.276 -3.727
S 0.261 -0.887 -3.528
C -1.085 0.097 -4.141
O 0.013 -0.855 -1.984
H 1.383 1.132 -3.082
H 1.632 0.567 -4.778
H 2.522 -0.208 -3.439
H -0.975 0.168 -5.224
H -1.046 1.078 -3.669
H -2.011 -0.420 -3.897
*
```

Properties
E_HOMO	-14.02	eV
LUMO level	-7.710	eV
total energy	-6716.5150	Eh

Entry 6:
The following is a DFT calculation (ωB97M-V with the def2-TZVPD basis set) of a single C17H25N3O4 molecule in a non-equilibrium geometry.

```
! wB97M-V def2-TZVPD RIJCOSX def2/J DEFGRID3
* xyz 0 1
O -0.261 2.598 -1.912
O -1.957 -0.206 -0.694
O -0.709 0.834 2.249
O 1.379 -6.787 -0.557
C -1.299 2.860 -1.290
C -1.060 -1.084 -0.543
C -0.247 1.440 1.264
C 2.091 -4.626 0.320
C 0.930 -4.708 -1.663
C 2.161 -3.239 0.248
C 1.161 -3.346 -1.916
C 1.532 -5.438 -0.647
C 1.792 -2.550 -0.939
N -1.248 -2.418 -0.583
N 0.247 0.794 0.225
N -1.375 3.057 0.029
C -2.545 2.805 -2.083
C -2.592 -2.996 -0.652
C 1.385 3.428 2.841
C 0.320 5.332 1.448
C 1.542 -1.035 -0.830
C 0.699 3.768 1.437
C 0.310 -0.632 -0.027
C -0.535 2.867 1.244
H 2.002 -6.881 0.170
H 2.188 -5.089 1.284
H 0.329 -5.251 -2.380
H 2.526 -2.568 1.005
H 0.602 -2.845 -2.580
H -0.500 -3.047 -0.360
H 0.386 1.407 -0.583
H -2.416 3.081 0.160
H -3.236 2.203 -1.507
H -2.901 3.829 -2.313
H -2.363 2.288 -3.014
H -2.995 -3.086 0.419
H -3.221 -2.351 -1.213
H -2.559 -3.904 -1.159
H 2.346 3.883 2.858
H 1.744 2.432 2.644
H 0.846 3.615 3.751
H -0.044 5.689 2.500
H 1.212 5.961 1.160
H -0.428 5.530 0.667
H 2.417 -0.560 -0.394
H 1.515 -0.635 -1.804
H 1.532 3.703 0.682
H 0.414 -1.176 0.907
H -1.118 3.056 2.131
*
```

Properties
E_HOMO	-9.02	eV
LUMO level	0.530	eV
total energy	-1127.9834	Eh
SMILES	CNC(=O)[C@@H](Cc1ccc(O)cc1)NC(=O)[C@H](NC(C)=O)C(C)C